1.
Formula: C2H3FHoO
Source: the Open Molecules 2025 dataset
Level of theory: wB97M-V/def2-TZVPD

Calculated values
* <S²>: 8.857
* charge: +2
* multiplicity: 6
* energy: -1200.21692 Ha
* HOMO energy (spin up / spin down): -0.6492 / -0.6702 Ha
* LUMO (spin up / spin down): -10.823 / -12.372 eV

Cartesian coordinates (Å):
H1 -1.3800 0.2023 -0.0402
O1 -0.6767 -0.0614 0.7113
C1 0.5815 0.3670 -0.0084
C2 0.0940 0.7486 -1.3579
Ho1 -1.0598 -1.5906 2.3069
H2 1.2567 -0.5045 0.0207
H3 0.9542 1.2444 0.5375
F1 0.2301 -0.4059 -2.1697

---

2.
Formula: C6H12NS
Source: the Open Molecules 2025 dataset
Level of theory: wB97M-V/def2-TZVPD

Calculated values
* charge: +1
* relative energy (zero: lowest compared OMol25 entry of this formula, charge and spin): 110.9 kcal per mole
* energy: -688.33118 Ha
* HOMO energy: -0.4887 Ha
* LUMO: -4.781 eV

Cartesian coordinates (Å):
C1 -5.1134 -0.6890 -0.2520
C2 -1.2588 1.2469 0.8765
C3 -4.0953 0.0877 -0.5492
C4 3.2676 -0.5303 -1.0628
C5 3.1890 0.3780 0.0587
C6 2.3844 -0.1688 1.1453
N1 -0.3804 0.4859 0.7900
S1 0.7405 -0.5136 0.2690
H1 -5.1509 -1.1849 0.6707
H2 -6.0758 -0.7760 -0.9057
H3 -2.0785 2.0417 0.8048
H4 -3.9716 0.8132 -1.4490
H5 -3.1428 0.0353 0.0689
H6 3.8119 -0.2190 -2.0141
H7 3.5542 -1.5559 -0.7401
H8 2.2037 -0.6540 -1.5058
H9 2.8614 1.3910 -0.1563
H10 4.2272 0.4962 0.3539
H11 2.6333 -1.0765 1.5312
H12 2.3943 0.3920 2.0660

---

3.
Formula: C16H16BrNO4
Source: the Open Molecules 2025 dataset
Level of theory: wB97M-V/def2-TZVPD

Calculated values
* relative energy (zero: lowest compared OMol25 entry of this formula, charge and spin): 0.0 kcal per mole
* energy: -3548.56115 Ha
* HOMO energy: -0.3028 Ha
* LUMO: 0.542 eV

Cartesian coordinates (Å):
C1 -0.4556 2.2339 -4.3361
H1 -1.1207 2.7665 -3.6150
O1 0.6862 1.5514 -3.5392
C2 0.4399 0.7942 -2.5764
C3 1.4959 0.3124 -2.0849
C4 1.6751 -0.3111 -0.9854
C5 0.4683 -0.6162 -0.4426
C6 -0.6609 -0.5539 -0.9577
C7 -0.6954 0.2844 -2.1119
O2 -1.9568 0.7519 -2.6085
C8 -2.9027 0.3025 -2.0769
H2 -3.7881 0.6347 -2.7999
H3 -3.4375 0.6029 -1.0923
H4 -3.1044 -0.7620 -2.0360
H5 -1.6119 -0.9061 -0.5020
C9 0.6786 -1.4868 0.8479
N1 1.4422 -0.8519 1.7732
C10 1.2492 -0.1931 2.8765
O3 2.1689 0.1769 3.7117
C11 -0.0971 -0.1515 3.2900
C12 -1.2482 0.2173 2.5780
C13 -2.1881 0.3679 3.4784
C14 -1.7089 -0.3415 4.6888
O4 -0.4371 -0.4924 4.5082
Br1 -2.5226 -1.1188 6.2483
H6 -3.3417 0.5246 3.4678
H7 -1.4229 0.7550 1.6246
C15 3.0841 -0.8144 1.3156
C16 3.0039 -0.7461 -0.3426
H8 3.0978 -1.8552 -0.5110
H9 3.9577 -0.3979 -0.6306
H10 3.2373 0.1367 1.5030
H11 3.6513 -1.4695 1.7541
H12 -0.4036 -1.7569 1.3448
H13 1.0401 -2.5924 0.6272
H14 2.7891 0.7758 -2.4015
H15 -0.0439 2.5951 -5.2014
H16 -1.0175 1.6334 -4.7864

---

4.
Formula: C43H63CrIN3O3P2
Source: the Open Molecules 2025 dataset
Level of theory: wB97M-V/def2-TZVPD

Calculated values
* <S²>: 6.035
* charge: +1
* multiplicity: 5
* energy: -4091.01844 Ha
* HOMO energy (spin up / spin down): -0.3735 / -0.3756 Ha
* LUMO (spin up / spin down): -2.595 / -2.339 eV

Cartesian coordinates (Å):
Cr1 -0.1590 -0.1846 0.3747
C1 4.6417 -4.6114 -0.3216
C2 3.1365 -4.4609 -0.0815
C3 2.7022 -5.1833 1.1894
C4 2.8486 -2.9881 -0.0697
C5 3.0868 -2.1744 1.0192
C6 2.9727 -0.7896 0.9582
C7 3.7896 -0.0751 2.0277
C8 5.2822 -0.2190 1.6701
C9 3.6278 -0.6571 3.4388
C10 2.3793 -0.1547 -0.1926
C11 2.2894 -0.9865 -1.3646
C12 2.5111 -2.3498 -1.2500
C13 2.0040 -0.5932 -2.8088
C14 2.9623 0.4465 -3.3975
C15 0.5067 -0.3151 -2.9968
C16 2.6182 1.3451 -0.2409
C17 3.9429 1.6603 -0.5670
C18 4.4867 2.9158 -0.3924
C19 3.7002 3.9267 0.1263
C20 2.3568 3.6841 0.3280
C21 1.7797 2.4241 0.1318
P1 -0.0500 2.3114 -0.1085
C22 -0.0608 3.4329 -1.7326
C23 1.0954 3.0546 -2.6619
C24 -1.3290 3.1452 -2.5472
C25 0.1002 4.9424 -1.4932
C26 -1.1237 3.3563 1.1683
C27 -1.7345 2.4129 2.2147
C28 -0.3610 4.4226 1.9567
C29 -2.3503 3.9696 0.4756
H1 4.9054 -5.6581 -0.4255
H2 5.2042 -4.1904 0.5087
H3 4.9338 -4.0892 -1.2295
H4 2.6043 -4.9071 -0.9270
H5 3.2561 -4.8249 2.0536
H6 2.8855 -6.2500 1.0859
H7 1.6373 -5.0367 1.3527
H8 3.4798 -2.6171 1.9164
H9 3.5498 0.9913 2.0437
H10 5.5615 -1.2682 1.5884
H11 5.8786 0.2360 2.4588
H12 5.5292 0.2678 0.7344
H13 4.2893 -1.5055 3.5909
H14 2.6170 -0.9908 3.6230
H15 3.8990 0.0906 4.1783
H16 2.4094 -2.9684 -2.1266
H17 2.1985 -1.4953 -3.4010
H18 3.0265 1.3597 -2.8210
H19 2.6556 0.6897 -4.4129
H20 3.9602 0.0155 -3.4510
H21 0.1240 0.3151 -2.1846
H22 -0.0396 -1.2591 -2.9681
H23 0.3014 0.1565 -3.9569
H24 4.5659 0.8779 -0.9722
H25 5.5188 3.1000 -0.6461
H26 4.1156 4.9064 0.3123
H27 1.7382 4.5068 0.6403
H28 1.0518 2.0140 -2.9431
H29 2.0697 3.2823 -2.2374
H30 1.0008 3.6390 -3.5767
H31 -1.3522 2.1041 -2.8648
H32 -1.3030 3.7439 -3.4558
H33 -2.2512 3.3851 -2.0304
H34 1.1496 5.2021 -1.3803
H35 -0.4382 5.3386 -0.6437
H36 -0.2630 5.4692 -2.3746
H37 -2.5351 2.9409 2.7330
H38 -2.1714 1.5223 1.7694
H39 -1.0135 2.1244 2.9660
H40 0.5260 4.0030 2.4270
H41 -1.0078 4.7964 2.7502
H42 -0.0799 5.2814 1.3563
H43 -3.0027 3.1875 0.0934
H44 -2.1267 4.6604 -0.3229
H45 -2.9175 4.5284 1.2182
C30 -1.8227 0.0993 5.2483
O1 -0.6124 -0.2858 4.6343
P2 -0.4033 -0.5049 3.0200
O2 0.6979 0.6735 2.6760
C31 1.3009 1.4470 3.7179
O3 0.6594 -1.7143 3.1558
C32 0.2874 -2.9527 3.7479
H46 -1.9848 -0.5514 6.1074
H47 -2.6672 0.0112 4.5646
H48 -1.7495 1.1305 5.5954
H49 0.5692 2.1088 4.1816
H50 2.0844 2.0416 3.2555
H51 1.7249 0.8153 4.4912
H52 1.0980 -3.6483 3.5463
H53 -0.6331 -3.3462 3.3157
H54 0.1615 -2.8338 4.8236
C33 -4.2426 0.3468 -1.0406
C34 -2.8947 0.5016 -0.7718
N1 -2.2521 -0.1407 0.2128
C35 -3.0074 -0.9669 0.9507
C36 -4.3510 -1.2357 0.7240
C37 -4.9968 -0.5441 -0.2967
C38 -5.0123 -2.2081 1.6086
C39 -4.8140 -3.5216 1.5171
C40 -4.0538 -4.1497 0.4396
C41 -3.4698 -5.4077 0.5762
C42 -2.8340 -5.9210 -0.5422
N2 -2.7918 -5.2648 -1.6893
C43 -3.3520 -4.0717 -1.7098
N3 -3.9698 -3.4767 -0.7106
H55 -4.6852 0.9113 -1.8456
H56 -2.3017 1.1732 -1.3703
H57 -2.5220 -1.4790 1.7708
H58 -6.0389 -0.7093 -0.5117
H59 -5.6427 -1.7932 2.3837
H60 -5.2621 -4.1847 2.2412
H61 -3.5178 -5.9490 1.5052
H62 -2.3545 -6.8903 -0.5331
H63 -3.3074 -3.5165 -2.6379
I1 -0.4517 -2.8294 0.1565

---

5.
Formula: C3H5N2OS
Source: the Open Molecules 2025 dataset
Level of theory: wB97M-V/def2-TZVPD

Calculated values
* charge: +1
* SMILES string: O=[N+]1CCNC1=S
* relative energy (zero: lowest compared OMol25 entry of this formula, charge and spin): 64.7 kcal per mole
* energy: -699.87211 Ha
* HOMO energy: -0.5207 Ha
* LUMO: -6.738 eV

Cartesian coordinates (Å):
O1 -0.3571 0.7346 2.3424
N1 -0.1749 0.3693 1.2344
C1 0.9896 0.4506 0.4428
C2 0.6528 -0.1818 -0.9108
N2 -0.7730 -0.4712 -0.9019
C3 -1.4799 -0.3366 0.1890
S1 -2.8928 -0.5540 0.8533
H1 1.8264 -0.0380 0.9591
H2 1.2961 1.5025 0.3369
H3 0.8925 0.4989 -1.7330
H4 1.2069 -1.1147 -1.0707
H5 -1.1864 -0.8595 -1.7415

---

6.
Formula: C16H18N2O3
Source: the Open Molecules 2025 dataset
Level of theory: wB97M-V/def2-TZVPD

Calculated values
* SMILES string: COc1ccc(O[C@@H](C)C(=O)NCc2cccnc2)cc1
* relative energy (zero: lowest compared OMol25 entry of this formula, charge and spin): 357.5 kcal per mole
* energy: -955.24399 Ha
* HOMO energy: -0.3004 Ha
* LUMO: 0.128 eV

Cartesian coordinates (Å):
C1 1.7351 3.3668 4.4254
O1 1.0750 3.9136 3.1226
C2 0.9515 3.2539 2.1134
C3 1.2651 2.0666 2.0123
C4 1.3342 1.3225 0.8970
C5 0.7789 1.8975 -0.0785
O2 0.5828 1.4879 -1.6149
C6 0.9945 0.2201 -1.8352
C7 2.7815 0.2638 -2.0240
C8 0.8056 -1.0633 -0.9151
O3 1.5096 -2.0408 -0.9689
N1 -0.3646 -1.0055 -0.4947
C9 -0.8909 -2.0070 0.3175
C10 -1.9837 -2.8024 -0.6192
C11 -1.5938 -3.5900 -1.7747
C12 -2.7594 -4.2365 -2.2587
C13 -3.9885 -4.1381 -2.1097
N2 -4.3754 -3.1728 -1.3176
C14 -3.3087 -2.7377 -0.2486
C15 0.2294 3.3200 -0.2364
C16 0.3939 3.9937 0.9852
H1 1.0991 2.4517 4.6845
H2 1.8281 4.0590 5.3127
H3 2.8089 3.2016 4.1850
H4 1.8633 1.5525 2.6911
H5 1.8566 0.2256 0.5825
H6 0.7730 -0.0360 -2.8298
H7 2.8967 1.0637 -2.8535
H8 3.1881 0.6963 -0.9281
H9 3.0435 -0.7197 -2.0177
H10 -1.0589 -0.0590 -0.8315
H11 -0.2617 -2.6996 0.5361
H12 -1.6664 -1.5128 1.2064
H13 -0.5503 -3.6702 -1.7177
H14 -2.3366 -4.9458 -3.1485
H15 -4.6927 -4.5633 -2.7226
H16 -3.9201 -1.9596 0.4211
H17 -0.0239 3.7221 -1.1100
H18 -0.0189 4.8814 1.1631